Entry 1:
{
  "formula": "C3H7NOS2",
  "method": "the ωB97M-V functional and the def2-TZVPD basis",
  "elements": ["N", "C", "C", "O", "C", "S", "S", "H", "H", "H", "H", "H", "H", "H"],
  "coordinates": [[-1.010579, -0.412925, -1.302380], [0.391377, 0.014902, -1.305979], [0.640107, 1.386832, -1.891133], [1.228592, 1.568079, -3.005610], [1.049715, -0.028171, 0.116462], [0.452026, -1.064773, 1.515614], [-1.375991, -0.229124, 2.043229], [-1.566037, 0.074828, -0.629659], [-1.365479, -0.203021, -2.225417], [0.995368, -0.688270, -1.858588], [0.134298, 2.156218, -1.247872], [2.091918, -0.315826, -0.010044], [1.167350, 0.999070, 0.500385], [-1.291873, 0.882929, 1.282235]],
  "forces_ev_per_angstrom": [[0.2, -1.1, -0.4], [0.7, 0.4, 0.8], [0.1, -0.7, 0.6], [-0.3, 0.3, 0.2], [-0.2, 1.4, -0.4], [0.2, -0.5, 0.0], [-0.2, 0.1, 0.0], [-0.2, 0.4, 0.2], [-0.2, 0.1, 0.0], [-0.2, -0.4, -0.7], [0.4, 0.2, -0.5], [0.0, -0.4, 0.1], [-0.5, -0.2, 0.0], [0.1, 0.1, 0.1]],
  "mulliken_spin": [0.214, 0.101, 0.395, 0.269, 0.043, 0.124, -0.015, -0.130, -0.085, 0.032, 0.025, 0.024, -0.010, 0.014],
  "charge": -1,
  "orbital_gap_ha": [0.1192, 0.2524],
  "multiplicity": 2,
  "de_lowest_ev": 1.2693,
  "s_squared": 0.7555,
  "homo_ha": [-0.0054, -0.1425]
}

Entry 2:
{
  "formula": "C4H11PS2",
  "method": "the ωB97M-V functional and the def2-TZVPD basis",
  "elements": ["C", "C", "C", "C", "P", "S", "S", "H", "H", "H", "H", "H", "H", "H", "H", "H", "H", "H"],
  "coordinates": [[0.364486, 1.139939, 1.189876], [1.492259, 0.621709, -1.006681], [-2.205206, -1.252508, 0.239607], [0.480212, 0.133748, 0.095730], [-1.089963, -0.188646, -0.775444], [-2.150899, 1.133912, -1.706937], [-0.152209, -2.616883, -2.035574], [0.480041, 0.653534, 2.171353], [1.135038, 1.829168, 1.080744], [-0.586017, 1.732681, 1.095008], [1.000373, 1.456814, -1.542294], [1.682491, -0.086993, -1.691649], [2.437163, 1.079674, -0.753056], [-2.923047, -0.607500, 0.777498], [-2.757995, -1.932175, -0.459116], [-1.720706, -1.827683, 1.075536], [0.878603, -0.858701, 0.487269], [1.045470, -2.195866, -1.736387]],
  "forces_ev_per_angstrom": [[-2.2, -0.1, 1.0], [-2.0, 3.0, 1.4], [-0.2, -0.3, 0.8], [2.3, -1.2, -1.3], [-0.9, -2.9, -0.4], [1.0, -0.3, 0.2], [-1.6, 1.9, 0.7], [-0.4, 0.4, -0.3], [1.4, 1.3, 0.0], [0.8, -0.6, 0.5], [0.0, -0.3, 0.0], [0.6, -2.7, -2.4], [0.2, -0.3, 1.1], [0.1, 0.0, -0.6], [0.6, 0.6, 0.7], [0.0, 0.3, -1.2], [-0.9, 1.0, -0.5], [1.0, 0.2, 0.2]],
  "nbo_charge": [-0.621, -0.607, -0.997, -0.585, 1.216, -0.406, -0.461, 0.226, 0.224, 0.224, 0.218, 0.215, 0.225, 0.244, 0.274, 0.253, 0.261, 0.097],
  "orbital_gap_ha": [0.2725, 0.2725],
  "de_lowest_ev": 1.4478,
  "homo_ha": [-0.3194, -0.3194]
}

Entry 3:
{
  "formula": "C34H41CrF6N7O4Te",
  "method": "the ωB97M-V functional and the def2-TZVPD basis",
  "elements": ["Cr", "C", "C", "C", "C", "C", "C", "C", "F", "C", "C", "C", "O", "C", "C", "N", "C", "C", "O", "O", "H", "H", "H", "H", "H", "H", "H", "H", "H", "H", "H", "C", "N", "C", "C", "N", "C", "C", "C", "C", "C", "C", "C", "C", "C", "N", "C", "N", "C", "C", "N", "C", "C", "C", "N", "C", "C", "H", "H", "H", "H", "H", "H", "H", "H", "H", "H", "H", "H", "H", "H", "H", "H", "H", "H", "H", "H", "H", "H", "H", "H", "H", "H", "H", "H", "H", "H", "F", "Te", "F", "F", "F", "F", "O"],
  "coordinates": [[0.651779, -0.945037, -2.667796], [0.001808, 6.197283, 1.044346], [-1.063211, 5.360434, 1.753279], [-0.940932, 5.564846, 3.263488], [-1.964464, 4.710147, 3.993119], [-1.734231, 3.275698, 3.633592], [-1.996574, 2.275531, 4.546102], [-1.757458, 0.950225, 4.207721], [-2.012295, -0.015995, 5.115785], [-1.266857, 0.606720, 2.976514], [-0.999916, 1.604564, 2.034721], [-0.528495, 1.184390, 0.703732], [-0.328632, -0.004788, 0.448693], [-0.391193, 2.270415, -0.226528], [-0.609022, 3.550801, 0.178822], [-0.934997, 3.933972, 1.432149], [-1.214328, 2.957727, 2.363468], [-0.067295, 2.058617, -1.707419], [-0.031404, 3.061498, -2.414990], [0.120206, 0.867536, -2.079713], [0.005838, 7.198471, 1.468064], [-0.186065, 6.292443, -0.020111], [0.986186, 5.759935, 1.192022], [-2.057932, 5.697544, 1.425504], [-1.104601, 6.616140, 3.493569], [0.066434, 5.294119, 3.587833], [-2.972323, 5.017175, 3.698740], [-1.891789, 4.831423, 5.074408], [-2.383678, 2.509375, 5.525616], [-1.077469, -0.420429, 2.711492], [-0.516642, 4.323268, -0.567591], [3.977226, -0.171473, 1.713955], [2.706641, -0.529490, 1.123580], [1.856728, -1.320824, 1.972825], [2.482840, -0.369812, -0.219208], [1.775888, -1.226380, -0.938933], [1.827753, -2.566362, -0.636697], [3.060685, -3.101141, -0.243460], [3.247106, -4.453524, -0.006442], [2.192107, -5.317044, -0.156056], [0.940982, -4.845729, -0.597583], [-0.076370, -5.787220, -0.852011], [-1.290266, -5.389012, -1.350190], [-1.532117, -4.040288, -1.553535], [-0.563434, -3.065456, -1.297245], [-0.877208, -1.758119, -1.583830], [-2.050572, -1.276447, -1.215784], [-2.739668, -1.763336, -0.136811], [-4.181836, -1.821519, -0.123027], [-2.123481, -2.413965, 0.989573], [-2.662818, -0.262563, -1.864432], [-2.543010, -0.051423, -3.287607], [-3.303342, 0.814844, -1.146104], [0.726016, -3.457993, -0.828852], [3.011627, 0.745087, -0.756049], [3.525605, 0.811263, -2.101133], [3.050987, 2.003673, -0.053933], [4.335594, -1.016232, 2.307575], [3.890711, 0.698354, 2.369970], [4.711280, 0.037926, 0.940033], [2.263687, -2.319741, 2.158339], [0.885589, -1.407703, 1.500059], [1.736488, -0.802291, 2.925863], [3.908630, -2.435769, -0.184590], [4.223923, -4.819833, 0.273697], [2.309747, -6.373771, 0.027113], [0.134380, -6.831077, -0.678012], [-2.047032, -6.116389, -1.599753], [-2.476964, -3.725310, -1.971629], [-4.585754, -1.536592, -1.088787], [-4.601217, -1.173347, 0.649257], [-4.486264, -2.847454, 0.096175], [-1.072513, -2.147169, 1.022861], [-2.219564, -3.504144, 0.943890], [-2.616415, -2.060672, 1.899722], [-2.339516, -0.995509, -3.786683], [-1.753093, 0.659983, -3.538418], [-3.493437, 0.350110, -3.644719], [-4.375672, 0.853287, -1.352824], [-2.859843, 1.759248, -1.465127], [-3.145026, 0.704458, -0.077659], [3.691385, -0.188657, -2.493483], [4.479023, 1.343931, -2.070248], [2.846902, 1.355095, -2.761825], [4.060156, 2.249753, 0.291851], [2.374993, 1.982395, 0.795712], [2.719381, 2.784680, -0.739496], [1.994598, -0.281842, -3.982786], [1.725643, -2.383041, -4.926353], [2.523266, -4.191326, -5.118070], [-0.220878, -1.146896, -4.464771], [0.159660, -3.554223, -5.646241], [3.735112, -2.145002, -4.425259], [1.344524, -2.745026, -3.225026]],
  "forces_ev_per_angstrom": [[0.5, 0.5, -2.4], [-0.2, -0.1, 0.0], [0.1, 0.7, 0.2], [-0.4, -0.1, -0.1], [0.1, 0.1, 0.0], [0.0, 0.0, 0.2], [0.1, -0.1, -0.2], [0.1, -0.1, -0.3], [0.0, 0.1, 0.0], [-0.1, 0.1, 0.3], [-0.1, 0.2, 0.3], [0.0, 0.2, 0.0], [-0.1, 0.3, 0.5], [0.0, -0.2, -0.4], [0.1, -0.1, 0.0], [0.0, -0.1, -0.4], [-0.1, -0.8, 0.4], [0.0, 0.8, 0.1], [0.0, 0.0, 0.0], [0.1, -0.6, -0.2], [0.0, 0.1, 0.0], [0.1, 0.0, -0.1], [0.1, -0.1, 0.0], [0.1, -0.1, 0.1], [0.1, 0.1, -0.1], [0.1, 0.0, 0.0], [0.0, 0.0, 0.0], [0.0, 0.0, 0.0], [0.0, 0.1, 0.1], [0.0, -0.1, 0.0], [0.1, 0.1, -0.1], [0.2, 0.2, 0.0], [-0.1, -0.1, -0.6], [-0.4, -0.2, 0.1], [0.7, 1.0, 0.6], [-0.3, -0.7, -0.3], [-0.2, 0.1, -0.2], [0.6, -0.7, 0.3], [0.3, 0.7, 0.1], [-0.5, -0.2, -0.2], [-0.1, -0.1, 0.0], [0.6, 0.1, 0.2], [-0.5, 0.5, -0.2], [-0.2, -0.8, 0.0], [0.2, 0.0, 0.2], [0.3, -0.3, -0.2], [-1.0, 0.5, 0.2], [0.3, 0.1, -0.4], [-0.2, 0.0, 0.0], [0.2, -0.1, 0.2], [0.4, -0.4, 0.3], [0.1, 0.0, -0.6], [-0.1, 0.1, 0.2], [-0.2, 0.0, -0.1], [-0.3, -0.5, 0.4], [0.2, 0.0, -0.6], [0.0, 0.2, 0.4], [0.0, 0.0, 0.0], [0.0, 0.0, 0.0], [0.0, 0.0, 0.0], [0.1, 0.0, 0.1], [-0.1, 0.0, 0.1], [0.0, 0.0, 0.0], [0.1, 0.0, 0.0], [0.0, 0.0, 0.0], [0.0, -0.1, 0.0], [0.0, -0.1, 0.0], [-0.1, 0.0, 0.0], [0.0, 0.0, -0.1], [0.0, 0.0, 0.0], [0.0, 0.1, 0.0], [0.0, 0.0, 0.0], [0.0, 0.0, 0.1], [-0.1, 0.0, 0.0], [0.1, 0.0, 0.0], [0.1, 0.1, -0.1], [0.0, -0.1, 0.0], [-0.1, -0.1, 0.0], [0.0, 0.0, 0.0], [0.0, 0.0, 0.0], [0.0, 0.0, 0.1], [-0.1, 0.0, -0.2], [0.1, 0.0, 0.1], [0.1, -0.1, 0.0], [0.0, 0.0, 0.0], [0.0, 0.0, 0.1], [0.0, 0.0, 0.0], [-0.8, 0.0, 1.3], [2.2, -2.7, -4.3], [-0.4, 0.8, 0.1], [-0.2, 0.4, 1.4], [0.5, 0.8, 0.6], [-0.8, 0.2, 0.0], [-1.1, 0.9, 2.9]],
  "mulliken_spin": [3.055, 0.000, 0.000, 0.000, 0.000, 0.000, 0.000, 0.000, 0.000, 0.000, 0.002, 0.002, 0.035, 0.013, 0.002, 0.001, 0.000, -0.006, 0.015, -0.025, 0.000, 0.000, 0.000, 0.000, 0.000, 0.000, 0.000, 0.000, 0.000, 0.000, 0.000, 0.003, 0.022, 0.012, 0.013, -0.024, 0.116, 0.069, -0.016, 0.211, -0.105, 0.199, -0.016, 0.085, 0.072, -0.008, 0.006, 0.024, 0.002, 0.000, 0.010, 0.005, -0.001, 0.165, 0.013, 0.004, -0.001, 0.001, 0.000, 0.000, 0.006, -0.008, -0.002, 0.007, 0.002, 0.001, 0.003, 0.001, 0.002, 0.000, 0.000, 0.001, -0.002, 0.007, -0.001, 0.000, 0.005, 0.000, 0.000, 0.001, 0.001, 0.000, 0.001, 0.004, 0.000, 0.001, 0.001, 0.003, 0.016, -0.001, -0.001, 0.001, 0.002, -0.010],
  "orbital_gap_ha": [0.2610, 0.1645],
  "multiplicity": 5,
  "s_squared": 6.0553,
  "homo_ha": [-0.2874, -0.2892]
}